(1)
The following is a DFT calculation (the ωB97M-V functional and the def2-TZVPD basis) of a molecular structure, C44H39MnN7O2P2S3.

```
98
Properties=species:S:1:pos:R:3:forces:R:3
Mn 0.536 -0.066 0.248 -1.327 0.516 -1.315
C -3.602 -1.682 0.759 -0.003 0.024 0.102
C -2.380 -0.824 0.896 -0.067 -0.040 0.492
N -1.768 -0.286 -0.090 0.135 -0.124 -0.433
N -2.345 -0.430 -1.308 0.323 0.155 -0.145
C -1.525 -0.267 -2.342 -0.239 -0.105 0.265
N -2.165 -0.367 -3.539 0.095 0.075 -0.132
S 0.183 -0.070 -2.377 -0.146 -0.091 0.097
C -1.811 -0.563 2.241 -0.156 -0.024 -0.246
C -2.476 -0.997 3.384 -0.147 -0.075 0.216
C -2.000 -0.646 4.634 -0.096 -0.070 0.007
C -0.876 0.155 4.723 0.003 0.040 0.001
C -0.252 0.519 3.544 0.162 -0.057 -0.054
N -0.674 0.148 2.334 0.056 -0.004 -0.037
H -3.678 -2.023 -0.268 -0.004 0.003 -0.043
H -4.515 -1.129 1.001 0.029 -0.023 -0.001
H -3.542 -2.548 1.423 0.000 0.045 -0.065
H -3.170 -0.316 -3.538 0.003 -0.001 0.024
H -1.657 -0.096 -4.360 -0.016 -0.013 -0.017
H -3.370 -1.595 3.285 0.024 0.043 0.051
H -2.511 -0.980 5.529 -0.007 0.004 -0.042
H -0.485 0.492 5.674 0.008 -0.011 -0.034
H 0.640 1.133 3.580 -0.032 -0.067 -0.033
O 2.527 -0.797 -0.446 0.316 0.192 0.407
P 3.311 -0.280 0.757 0.271 -0.389 -0.163
C 2.369 -1.582 2.027 0.073 -0.025 -0.394
P 1.447 -2.751 1.015 -0.532 -0.261 0.167
O 0.234 -2.133 0.328 0.750 -0.447 0.501
C 2.536 -3.660 -0.089 0.004 -0.013 -0.090
C 2.332 -3.573 -1.463 0.060 0.016 -0.003
C 3.137 -4.313 -2.318 0.031 -0.002 0.038
C 4.139 -5.130 -1.804 -0.037 0.048 -0.005
C 4.342 -5.213 -0.432 -0.038 0.024 -0.006
C 3.535 -4.481 0.428 -0.036 -0.007 -0.026
C 0.781 -4.066 2.081 -0.067 0.096 0.160
C 0.905 -4.064 3.466 0.046 -0.020 -0.018
C 0.262 -5.032 4.232 0.034 0.041 -0.034
C -0.514 -6.000 3.614 -0.006 -0.003 -0.055
C -0.645 -6.008 2.228 0.036 0.040 0.034
C -0.004 -5.046 1.465 0.079 0.028 0.081
C 4.302 1.057 -0.138 0.006 -0.037 -0.198
C 4.526 0.861 -1.505 -0.064 0.181 0.001
C 5.354 1.719 -2.223 -0.005 0.011 0.098
C 5.981 2.783 -1.589 -0.049 -0.052 -0.044
C 5.776 2.981 -0.231 -0.028 -0.016 0.045
C 4.949 2.124 0.483 0.062 -0.055 -0.074
C 4.895 -0.994 1.378 0.005 0.204 0.404
C 5.341 -0.611 2.649 0.022 -0.095 -0.105
C 6.533 -1.109 3.154 -0.042 -0.029 -0.075
C 7.280 -2.013 2.403 -0.030 0.042 0.035
C 6.836 -2.398 1.148 -0.049 0.002 -0.024
C 5.652 -1.881 0.628 -0.036 0.012 -0.169
H 1.640 -1.142 2.710 0.001 0.074 0.096
H 3.100 -2.134 2.618 0.039 0.050 0.052
H 1.563 -2.909 -1.846 0.032 -0.027 0.015
H 2.989 -4.246 -3.388 -0.009 -0.007 0.013
H 4.764 -5.706 -2.476 -0.013 0.016 0.011
H 5.122 -5.850 -0.035 -0.005 0.015 0.011
H 3.688 -4.546 1.501 -0.012 -0.025 -0.042
H 1.508 -3.307 3.956 -0.056 -0.027 -0.014
H 0.365 -5.025 5.311 0.004 0.006 -0.031
H -1.019 -6.750 4.210 0.011 0.008 -0.017
H -1.252 -6.763 1.746 0.007 0.007 0.001
H -0.113 -5.045 0.386 -0.015 0.006 0.019
H 4.027 0.045 -2.011 0.003 0.022 0.026
H 5.504 1.555 -3.284 -0.008 -0.006 0.019
H 6.624 3.453 -2.147 -0.020 -0.031 0.016
H 6.271 3.801 0.279 -0.035 -0.019 -0.008
H 4.835 2.295 1.545 -0.019 0.002 0.115
H 4.751 0.075 3.252 0.027 -0.038 -0.019
H 6.875 -0.803 4.135 -0.011 0.001 -0.025
H 8.204 -2.414 2.799 -0.022 0.014 -0.009
H 7.411 -3.105 0.563 -0.008 0.019 -0.002
H 5.319 -2.179 -0.362 0.017 0.010 0.054
S 0.443 6.727 0.061 -0.068 0.039 -0.052
C 0.285 4.955 -0.016 0.045 0.019 0.092
C -0.703 4.269 0.674 -0.110 -0.046 0.031
C -0.728 2.886 0.597 -0.220 0.091 0.137
N 0.139 2.178 -0.119 0.243 0.262 0.263
C 1.059 2.846 -0.811 0.178 0.057 -0.172
C 1.177 4.226 -0.785 0.076 -0.070 -0.136
C 0.559 6.915 1.830 0.038 -0.111 0.020
C -0.554 7.228 2.597 -0.003 0.075 0.024
C -0.400 7.325 3.974 0.139 -0.025 0.063
N 0.760 7.139 4.603 -0.015 -0.011 -0.172
C 1.825 6.853 3.850 -0.129 0.054 0.039
C 1.779 6.732 2.468 -0.042 0.031 0.021
H -1.433 4.792 1.279 0.032 -0.026 -0.027
H -1.476 2.311 1.133 0.029 0.038 0.004
H 1.747 2.244 -1.394 0.008 0.009 -0.008
H 1.967 4.717 -1.340 -0.024 -0.043 0.040
H -1.517 7.401 2.133 0.030 -0.032 0.015
H -1.254 7.560 4.601 0.035 0.000 -0.015
H 2.762 6.714 4.379 -0.037 -0.002 -0.013
H 2.667 6.491 1.898 -0.031 0.002 0.040
S 2.344 3.346 2.996 0.121 0.051 0.026
C 2.387 2.019 2.151 -0.353 0.088 0.114
N 2.274 1.013 1.518 0.778 -0.202 0.243
```
Positions in Å, forces in eV/Å.

The value obtained for the HOMO energy (spin up / spin down) is -7.0 / -7.1 eV. Its net charge is 0. The calculated total energy is -5262.2779 hartree. The LUMO energy (spin up / spin down) is 0.07 / -0.02 eV. The gap between HOMO and LUMO (spin up / spin down) is 7.115 / 7.040 eV. Its spin multiplicity is 6.

Löwdin population analysis, charges in e, atoms 1 to 6: 0.651 -0.032 -0.296 -0.035 -0.016 -0.864



(2)
The following is a DFT calculation (the ωB97M-V functional and the def2-TZVPD basis) of a molecular structure, C44H39N4O3P2SSr.

```
94
Properties=species:S:1:pos:R:3:forces:R:3
Sr 0.131 1.409 0.847 -0.747 0.209 -0.586
O 7.268 0.649 -0.040 -0.217 -0.312 0.151
C 6.524 -0.011 0.709 1.013 -0.044 0.006
O 6.669 -1.106 1.294 -0.099 0.293 -0.213
C 5.159 0.618 0.935 -0.640 -0.151 -0.114
C 4.345 0.147 1.955 0.046 -0.329 0.198
C 3.007 0.463 1.957 -0.482 0.516 0.150
N 2.502 1.342 1.059 0.794 -0.118 0.379
C 3.299 1.873 0.122 -0.464 0.275 -0.111
C 4.624 1.503 0.013 0.305 0.117 -0.093
C 2.652 2.850 -0.843 0.056 -0.639 0.414
C 3.419 3.599 -1.720 0.147 0.164 -0.137
C 2.790 4.447 -2.616 0.157 0.022 -0.027
C 1.408 4.542 -2.609 -0.020 0.056 -0.044
C 0.716 3.772 -1.701 0.020 -0.178 0.205
N 1.308 2.934 -0.840 0.323 0.203 -0.217
C 2.024 -0.167 2.923 0.041 0.439 -0.415
C 2.381 -1.225 3.743 0.087 -0.103 0.154
C 1.423 -1.795 4.566 0.117 -0.086 0.054
C 0.122 -1.317 4.547 -0.030 0.010 0.027
C -0.167 -0.273 3.692 0.382 0.097 -0.149
N 0.757 0.296 2.902 0.298 -0.516 0.881
H 4.795 -0.526 2.673 -0.018 -0.067 -0.124
H 5.283 1.840 -0.776 0.002 -0.006 0.042
H 4.497 3.526 -1.699 -0.046 0.018 -0.019
H 3.379 5.031 -3.311 -0.016 -0.002 0.025
H 0.880 5.200 -3.285 0.015 -0.008 -0.002
H -0.368 3.820 -1.650 0.029 -0.015 0.007
H 3.386 -1.622 3.721 -0.030 0.019 0.027
H 1.694 -2.622 5.210 -0.011 0.039 -0.039
H -0.649 -1.743 5.174 0.030 0.006 -0.023
H -1.174 0.131 3.630 0.036 0.011 -0.020
N -0.692 -2.069 0.147 -0.008 0.141 -0.070
P -1.828 -0.793 0.064 0.204 -0.459 -0.215
C -3.390 -1.641 0.415 -0.110 0.009 0.012
C -3.430 -2.819 1.154 -0.127 -0.064 0.061
C -4.653 -3.412 1.458 0.097 0.062 -0.022
C -5.837 -2.826 1.037 0.018 0.048 -0.029
C -5.803 -1.641 0.308 0.053 -0.041 0.046
C -4.587 -1.051 0.001 -0.038 -0.041 -0.035
C -1.957 -0.403 -1.720 -0.087 0.145 -0.136
C -1.698 0.900 -2.147 0.012 0.025 -0.001
C -1.667 1.222 -3.502 0.002 -0.083 0.123
C -1.895 0.233 -4.442 -0.025 -0.129 -0.004
C -2.165 -1.073 -4.031 0.032 0.122 -0.033
C -2.200 -1.386 -2.683 0.021 0.011 0.026
P 0.982 -1.599 0.097 -0.937 0.034 -0.333
C 1.391 -1.856 -1.654 0.161 -0.098 -0.098
C 1.621 -0.733 -2.443 -0.007 0.025 -0.084
C 1.845 -0.857 -3.810 -0.028 -0.044 0.095
C 1.842 -2.114 -4.394 -0.015 -0.060 0.046
C 1.620 -3.247 -3.613 -0.003 0.070 0.019
C 1.400 -3.119 -2.250 0.028 -0.005 -0.034
C 1.768 -2.970 0.956 0.361 0.032 -0.032
C 3.162 -3.038 0.857 0.068 -0.040 0.092
C 3.868 -3.985 1.582 -0.050 -0.009 0.023
C 3.181 -4.874 2.405 -0.053 0.037 -0.019
C 1.796 -4.806 2.509 0.027 0.100 -0.058
C 1.086 -3.843 1.794 0.115 -0.157 0.078
H -0.919 -2.909 -0.382 -0.042 -0.032 0.071
H -2.509 -3.275 1.498 -0.028 0.011 -0.022
H -4.676 -4.335 2.024 0.006 0.029 -0.016
H -6.787 -3.289 1.274 0.040 0.014 -0.014
H -6.725 -1.182 -0.027 0.027 -0.015 0.009
H -4.570 -0.135 -0.581 0.022 -0.022 -0.001
H -1.519 1.699 -1.425 -0.062 -0.143 -0.025
H -1.458 2.237 -3.820 -0.001 -0.017 0.021
H -1.866 0.472 -5.499 -0.006 -0.022 0.043
H -2.349 -1.844 -4.770 0.013 0.025 0.033
H -2.417 -2.405 -2.378 0.015 0.048 0.003
H 1.636 0.253 -1.988 0.006 0.006 0.014
H 2.031 0.024 -4.412 -0.003 -0.005 0.015
H 2.026 -2.218 -5.457 -0.011 -0.003 0.050
H 1.633 -4.229 -4.069 0.004 0.029 0.017
H 1.251 -4.008 -1.644 0.013 0.037 -0.013
H 3.713 -2.341 0.231 -0.052 -0.043 0.006
H 4.948 -4.015 1.506 -0.042 0.007 0.012
H 3.729 -5.621 2.966 -0.025 0.024 -0.011
H 1.265 -5.497 3.153 0.020 0.021 -0.031
H 0.011 -3.767 1.902 0.020 -0.009 -0.025
O -1.664 2.858 1.141 -1.421 0.554 -0.118
S -3.177 2.991 0.877 0.862 -0.448 0.292
C -3.379 4.305 -0.312 -0.045 0.203 -0.244
C -4.661 5.000 0.125 0.037 -0.023 0.089
C -4.481 5.255 1.626 0.004 -0.048 0.003
C -3.853 3.987 2.230 -0.095 0.099 0.127
H -3.407 3.876 -1.312 0.000 0.025 -0.021
H -2.499 4.942 -0.191 -0.033 0.038 -0.058
H -5.521 4.348 -0.052 0.007 0.007 -0.012
H -4.829 5.913 -0.442 0.019 0.037 0.008
H -5.426 5.487 2.110 -0.008 0.012 0.023
H -3.816 6.104 1.781 0.014 0.001 -0.026
H -4.572 3.363 2.757 -0.015 0.011 -0.014
H -3.004 4.173 2.888 -0.034 0.038 0.010
```
Positions in Å, forces in eV/Å.

The value obtained for the HOMO energy is -9.5 eV. The relative energy (zero: lowest compared OMol25 entry of this formula, charge and spin) is 11.4 kcal/mol. Its net charge is +1. The calculated total energy is -3256.4065 hartree. The LUMO energy is -2.75 eV. The gap between HOMO and LUMO is 6.772 eV. Its spin multiplicity is 1.

Löwdin population analysis, charges in e, atoms 1 to 6: 1.306 -0.013 -0.683 -0.029 -0.071 0.055



(3)
The following is a DFT calculation (the ωB97M-V functional and the def2-TZVPD basis) of a molecular structure, C44H40IrN4O2P2S2.

```
95
Properties=species:S:1:pos:R:3:forces:R:3
Ir 0.391 -0.219 -0.557 2.447 -0.072 0.064
O 3.474 0.623 0.324 0.005 -0.058 -0.036
S 2.086 0.724 0.728 -0.077 0.160 0.188
C 1.634 2.430 0.868 -0.004 0.062 -0.149
C 2.599 3.407 1.022 -0.054 0.005 0.058
C 2.175 4.733 1.050 -0.002 0.012 -0.006
C 0.832 5.050 0.886 0.000 -0.011 -0.017
C -0.119 4.051 0.698 0.038 -0.010 0.088
C 0.286 2.723 0.700 0.020 0.014 0.093
P -0.825 1.309 0.540 -0.592 -0.057 -0.177
C -2.298 1.854 -0.343 -0.052 -0.113 0.022
C -2.463 1.680 -1.719 0.023 0.060 -0.017
C -3.596 2.162 -2.355 0.001 0.022 -0.002
C -4.572 2.826 -1.620 -0.017 -0.014 -0.003
C -4.422 2.990 -0.250 0.021 0.005 0.021
C -3.296 2.499 0.395 -0.007 -0.012 -0.048
C -1.386 0.894 2.188 0.068 0.007 0.064
C -2.196 -0.230 2.337 -0.175 0.112 -0.031
C -2.755 -0.528 3.566 0.015 0.010 -0.011
C -2.509 0.302 4.654 0.000 0.002 0.014
C -1.704 1.424 4.512 0.009 -0.007 -0.002
C -1.138 1.724 3.280 0.088 -0.043 0.015
C 1.844 0.092 2.380 0.035 0.023 0.014
C 2.272 0.798 3.489 0.019 -0.027 -0.015
C 2.051 0.248 4.747 0.002 0.001 0.007
C 1.417 -0.979 4.874 -0.014 -0.002 0.022
C 1.010 -1.694 3.750 0.117 -0.055 -0.016
C 1.238 -1.162 2.492 0.153 0.130 -0.064
P 0.915 -1.979 0.920 -1.171 0.103 0.378
C 0.023 -3.514 1.186 -0.006 0.022 -0.083
C -1.221 -3.524 1.826 0.029 0.008 0.081
C -1.873 -4.723 2.055 -0.001 -0.012 -0.034
C -1.302 -5.917 1.627 -0.008 -0.005 -0.004
C -0.076 -5.912 0.980 -0.008 0.001 -0.010
C 0.591 -4.715 0.758 0.022 0.017 -0.019
C 2.503 -2.370 0.208 -0.073 -0.197 -0.117
C 2.582 -2.475 -1.184 -0.067 0.103 -0.034
C 3.774 -2.843 -1.784 0.063 0.065 -0.007
C 4.882 -3.113 -0.990 -0.015 -0.017 -0.037
C 4.804 -3.009 0.395 -0.007 0.048 0.026
C 3.617 -2.635 1.002 0.062 0.033 -0.061
H 3.645 3.141 1.104 0.003 0.001 -0.006
H 2.902 5.523 1.193 0.001 0.001 -0.021
H 0.521 6.086 0.892 0.005 0.000 0.010
H -1.160 4.310 0.547 -0.012 -0.004 0.028
H -1.720 1.151 -2.300 0.016 0.008 -0.001
H -3.725 2.012 -3.419 0.005 0.002 -0.003
H -5.457 3.203 -2.115 -0.002 -0.008 -0.002
H -5.191 3.489 0.324 0.006 0.009 -0.002
H -3.205 2.611 1.468 -0.002 0.009 0.005
H -2.422 -0.844 1.473 -0.063 0.045 0.001
H -3.397 -1.393 3.679 -0.010 0.006 0.001
H -2.959 0.081 5.613 0.005 -0.002 0.002
H -1.525 2.074 5.358 0.001 -0.002 -0.001
H -0.518 2.606 3.177 0.004 -0.005 -0.001
H 2.757 1.761 3.388 -0.003 0.003 0.002
H 2.372 0.784 5.630 0.009 -0.003 -0.001
H 1.254 -1.398 5.858 -0.028 0.011 0.000
H 0.544 -2.665 3.858 0.005 -0.009 -0.001
H -1.667 -2.601 2.169 0.065 -0.067 0.071
H -2.823 -4.733 2.573 -0.010 0.007 -0.016
H -1.815 -6.853 1.803 0.008 -0.002 0.015
H 0.370 -6.841 0.653 0.001 0.001 -0.001
H 1.553 -4.725 0.263 0.000 -0.011 0.008
H 1.706 -2.290 -1.807 -0.041 -0.134 0.006
H 3.840 -2.933 -2.860 0.007 0.011 0.000
H 5.812 -3.412 -1.453 0.001 0.001 0.001
H 5.674 -3.221 1.002 -0.001 -0.014 -0.004
H 3.565 -2.550 2.081 -0.020 -0.009 -0.001
C 2.558 4.670 -3.685 -0.008 -0.010 -0.021
N 2.555 3.288 -3.213 0.032 -0.036 0.018
C 1.494 2.663 -2.739 -0.081 0.109 0.004
N 0.350 3.326 -2.603 0.032 -0.007 -0.021
S 1.669 0.985 -2.360 -0.521 0.061 -0.041
H 3.562 4.917 -4.013 -0.001 0.000 -0.005
H 2.283 5.354 -2.880 0.008 0.002 0.002
H 1.879 4.793 -4.531 -0.002 0.004 0.003
H 3.407 2.752 -3.273 0.005 0.009 0.018
H 0.266 4.291 -2.884 0.005 -0.001 -0.001
H -0.490 2.839 -2.337 0.001 0.021 0.000
N -0.807 -1.190 -6.118 0.023 0.091 0.033
C -1.976 -1.286 -5.444 0.001 -0.037 0.017
O -3.068 -1.091 -5.920 -0.005 0.008 -0.013
C -1.893 -1.602 -3.966 0.031 0.031 -0.021
C -2.911 -2.363 -3.402 -0.007 -0.046 0.009
C -2.922 -2.553 -2.031 -0.043 0.018 -0.014
C -1.949 -1.947 -1.265 0.060 0.093 -0.035
N -0.974 -1.184 -1.796 -0.356 -0.296 -0.169
C -0.943 -1.039 -3.141 0.003 -0.062 0.067
H -0.862 -1.024 -7.113 0.000 -0.021 -0.006
H 0.048 -1.573 -5.756 -0.010 -0.062 -0.027
H -3.674 -2.786 -4.043 -0.028 0.042 0.007
H -3.689 -3.143 -1.550 0.019 -0.024 0.002
H -1.934 -2.056 -0.192 -0.002 -0.059 -0.021
H -0.155 -0.414 -3.535 0.011 0.020 -0.029
```
Positions in Å, forces in eV/Å.

The value obtained for the HOMO energy is -16.4 eV. The relative energy (zero: lowest compared OMol25 entry of this formula, charge and spin) is 23.4 kcal/mol. Its net charge is +3. The calculated total energy is -3652.8666 hartree. The LUMO energy is -9.60 eV. The gap between HOMO and LUMO is 6.761 eV. Its spin multiplicity is 1.

Löwdin population analysis, charges in e, atoms 1 to 6: 0.707 -0.363 0.735 -0.384 -0.024 -0.011



Q: Look up the net charge of the second one.
A: +1